Entry 1:
Here is the molecule C5H11NOS from the OMol25 dataset. Energies are from ωB97M-V/def2-TZVPD.

The calculation puts the HOMO-LUMO gap at 9.9 eV. Its SMILES is C[C@H]1OC[C@@]1(N)CS. As for the relative energy (zero: lowest compared OMol25 entry of this formula, charge and spin): 98.91 kcal per mole.

Atoms and positions in Å:
C: -0.43341 1.83606 0.38059
C: -0.97310 0.48299 0.46536
O: -1.87103 0.07031 -0.69574
C: -1.23328 -1.29355 -0.69867
C: -0.09309 -0.69626 0.21528
N: 0.46731 -1.42195 1.29257
C: 0.90617 -0.33603 -0.84058
S: 2.61670 0.04259 -0.31072
H: 0.24327 2.25448 -0.60260
H: 0.24705 1.87274 1.26686
H: -1.16419 2.69807 0.28162
H: -1.69851 0.31251 1.30420
H: -1.14274 -1.63712 -1.74566
H: -1.86790 -1.89139 -0.03265
H: 1.12212 -2.19299 1.02272
H: 1.24719 -0.71171 1.78170
H: 0.97943 -1.33761 -1.31248
H: 0.50998 0.56296 -1.51832
H: 2.13801 1.38589 -0.25347

---

Entry 2:
Here is a cluster of 10 separate species, C43H60ClN10 in total from the OMol25 dataset. Energies are from ωB97M-V/def2-TZVPD.

The calculation puts the HOMO-LUMO gap at 5.7 eV. As for the charge: +1.

Atoms and positions in Å:
Cl: 2.91713 3.40168 4.29296
C: 2.44407 3.50219 2.56266
C: 2.08590 4.93686 2.22580
C: 0.66240 5.33731 2.57891
N: -0.33248 5.12350 1.47776
C: -1.66817 5.71943 1.87048
C: -2.61018 4.58521 2.30246
C: -1.74009 3.31150 2.08643
C: -0.64854 3.72149 1.12574
H: 1.63206 2.80253 2.43924
H: 3.29648 3.15279 2.00263
H: 2.33501 5.18471 1.19822
H: 2.72403 5.56784 2.83011
H: 0.65754 6.39479 2.79425
H: 0.35024 4.81979 3.47957
H: -0.03058 5.68363 0.68179
H: -2.09429 6.32419 1.08329
H: -1.56167 6.38287 2.71819
H: -2.80146 4.68075 3.35877
H: -3.53086 4.56400 1.74403
H: -1.23125 3.13438 3.02873
H: -2.31171 2.46596 1.74398
H: 0.17467 3.02792 1.22206
H: -0.96852 3.67141 0.09312
N: 5.33557 1.15308 3.53257
C: 6.34069 1.49111 2.66562
C: 7.10529 0.37428 2.45476
C: 6.54148 -0.67761 3.22368
C: 5.45286 -0.16632 3.87748
H: 4.62052 1.77863 3.86342
H: 6.42700 2.49199 2.27655
H: 7.97327 0.31511 1.82096
H: 6.89697 -1.69249 3.28789
H: 4.75375 -0.62678 4.55426
N: -5.81105 5.21075 0.07122
C: -6.81533 4.27899 0.13240
C: -7.84079 4.81493 0.85983
C: -7.44851 6.12686 1.24289
C: -6.19174 6.34320 0.74656
H: -4.93203 5.08054 -0.39312
H: -6.70260 3.31223 -0.32907
H: -8.77036 4.32416 1.09179
H: -8.02384 6.82882 1.82215
H: -5.54014 7.19795 0.81480
N: 9.76087 -1.83884 0.78124
C: 9.74950 -2.63570 1.89444
C: 9.26477 -3.86160 1.52778
C: 8.97407 -3.80072 0.13839
C: 9.29283 -2.54182 -0.29418
H: 10.06681 -0.88361 0.75746
H: 10.08610 -2.26276 2.84644
H: 9.13404 -4.70804 2.18077
H: 8.57735 -4.59243 -0.47190
H: 9.22668 -2.08885 -1.26832
N: 7.43720 -7.00406 -1.58390
C: 6.60226 -7.00976 -0.49928
C: 5.91137 -8.19118 -0.50855
C: 6.34853 -8.92772 -1.64198
C: 7.29127 -8.16972 -2.28433
H: 8.06248 -6.25895 -1.82927
H: 6.57251 -6.17741 0.18323
H: 5.17581 -8.49564 0.21653
H: 6.01041 -9.90508 -1.94571
H: 7.86884 -8.35898 -3.17294
N: 4.81953 -11.42162 -4.37413
C: 3.63452 -11.74650 -4.97505
C: 3.43161 -13.08937 -4.80205
C: 4.53757 -13.59363 -4.06617
C: 5.37596 -12.54051 -3.81676
H: 5.22079 -10.50176 -4.34611
H: 3.04050 -10.99838 -5.47083
H: 2.58475 -13.64871 -5.16222
H: 4.69845 -14.61224 -3.75594
H: 6.31531 -12.49159 -3.29299
N: -5.49632 2.15660 -2.62279
C: -6.40670 1.59297 -3.47434
C: -6.00438 0.30857 -3.72262
C: -4.80385 0.09062 -2.99439
C: -4.51568 1.25123 -2.32393
H: -5.53387 3.09525 -2.27167
H: -7.25728 2.14912 -3.82861
H: -6.51361 -0.39667 -4.35642
H: -4.21937 -0.81506 -2.97213
H: -3.70208 1.51119 -1.66630
N: -6.82724 0.37072 -7.83512
C: -6.12750 1.31478 -7.13499
C: -6.55396 2.54669 -7.55480
C: -7.55301 2.33601 -8.54399
C: -7.69858 0.98372 -8.69444
H: -6.71726 -0.62187 -7.73651
H: -5.39121 1.03180 -6.40388
H: -6.19089 3.49458 -7.19375
H: -8.09969 3.09065 -9.08367
H: -8.34359 0.40805 -9.33529
N: -3.21853 -1.22759 -0.31053
C: -1.96444 -1.70305 -0.58485
C: -1.54898 -2.43988 0.49281
C: -2.59538 -2.41037 1.45332
C: -3.61146 -1.65675 0.92746
H: -3.76601 -0.65146 -0.92531
H: -1.47886 -1.48072 -1.52019
H: -0.60432 -2.94976 0.58010
H: -2.60369 -2.89318 2.41593
H: -4.57673 -1.39330 1.32481
N: -4.41626 7.09016 6.48557
C: -4.40197 6.44189 7.69009
C: -4.69565 5.12416 7.46288
C: -4.89942 4.97024 6.06541
C: -4.71750 6.20035 5.49006
H: -4.24127 8.06971 6.35532
H: -4.18796 6.97156 8.60212
H: -4.76576 4.35727 8.21527
H: -5.15763 4.06282 5.54481
H: -4.78551 6.51999 4.46312

---

Entry 3:
Here is the ion C4H8NO with charge +1 from the OMol25 dataset. Energies are from ωB97M-V/def2-TZVPD.

Its spin multiplicity is 3. The calculation puts the HOMO-LUMO gap (alpha / beta) at 8.7 / 6.9 eV. As for the charge: +1. As for the relative energy (zero: lowest compared OMol25 entry of this formula, charge and spin): 48.94 kcal per mole.

Atoms and positions in Å:
C: 1.69117 -1.14630 -0.04282
C: -1.02970 -0.52994 -0.21785
C: -1.76270 0.69038 0.08843
C: 1.36287 0.22585 0.43922
N: 0.26154 -0.60836 -0.03973
O: 1.66664 1.36263 -0.21692
H: 1.86213 -1.95575 0.64964
H: -1.53176 -1.40928 -0.60865
H: -1.14190 1.57503 -0.03873
H: -2.06233 0.67252 1.14194
H: -2.67513 0.76827 -0.49865
H: 1.33823 0.41571 1.51001
H: 2.09167 -1.26960 -1.04016
H: 1.97333 1.22482 -1.12129

---

M, respectively: 133.22, 752.48, 86.11 g mol⁻¹.
Max |F|, respectively: 4.5, 1.5, 9.7 eV Å⁻¹.